(1)
{
  "formula": "C31H48FeN2P2S3",
  "method": "ωB97M-V/def2-TZVPD",
  "homo_ev": [-15.89, -15.89],
  "charge": 3,
  "de_lowest_kj_mol": 202.4,
  "e_tot_ha": -4459.528825,
  "spin_multiplicity": 2,
  "elements": ["C", "H", "H", "C", "H", "C", "H", "H", "C", "C", "H", "H", "H", "H", "H", "N", "C", "C", "C", "H", "C", "C", "H", "H", "H", "H", "P", "H", "C", "H", "H", "H", "H", "H", "H", "H", "H", "H", "C", "H", "P", "C", "H", "S", "H", "S", "H", "H", "H", "C", "H", "C", "H", "H", "H", "H", "H", "H", "C", "C", "C", "C", "H", "C", "H", "C", "H", "C", "H", "C", "C", "H", "C", "Fe", "C", "C", "C", "H", "C", "C", "H", "H", "C", "H", "N", "H", "S"],
  "coordinates": [[0.9971, 3.4344, -0.2372], [-1.0954, -6.5122, 0.7506], [-4.4642, 1.6386, -6.0430], [2.4326, 0.8351, -2.6137], [1.0226, -5.4332, 0.5726], [2.6799, 0.6774, 3.0381], [-2.1988, 4.0462, 0.1990], [-0.9480, 4.8229, 1.1825], [0.2835, -4.9128, 1.1837], [1.9236, -0.6054, -2.7102], [3.3735, 0.9378, -3.1566], [1.3770, 3.9720, 0.6325], [3.9115, -1.7229, 0.9686], [2.2608, -0.6334, -4.8199], [0.3177, -3.1645, -1.7804], [-1.8234, 2.5093, -1.6344], [-0.9438, 1.6510, -1.2132], [-3.9173, 1.8049, -5.1248], [1.4658, -0.9234, -4.1296], [3.7789, 2.5303, 0.4299], [-0.6955, 0.4705, -1.9739], [-2.8667, -4.0139, 1.0672], [3.2964, -1.4583, -1.2333], [-0.1368, -4.0990, 0.6046], [-1.0642, 3.1821, 3.6788], [-3.3737, -1.9351, 0.8707], [0.0375, 1.9852, 0.3238], [1.7186, 1.5328, -3.0547], [-0.3995, 2.8231, 2.8910], [0.3480, 4.0861, -0.8181], [2.6077, 1.1208, -1.5726], [-2.3369, -4.2056, 0.1358], [-0.6253, -2.2204, -2.9570], [0.0147, 1.8589, 3.2041], [-3.0668, 2.0904, 2.4411], [2.8714, -1.4608, 3.1932], [1.2917, -1.9901, -4.2687], [-3.9221, -4.2631, 0.9217], [-0.3309, -2.2974, -1.9138], [-3.1606, -2.4427, 2.5488], [0.5490, -0.7721, -1.4341], [2.9717, 1.8252, 2.2920], [-1.1882, -1.6501, 3.8906], [1.2600, -4.2204, 2.5460], [-1.9545, 0.7480, 2.1862], [-2.2994, -5.2220, 2.3105], [0.3977, -1.3003, 3.1932], [3.8277, 3.5128, 3.2337], [1.8401, 3.1230, -0.8523], [2.8421, 3.1901, 2.8861], [0.5682, -0.3767, -4.4084], [-2.2691, 1.1181, -3.5283], [-0.4186, -6.5926, 2.3919], [4.3330, 0.2968, -0.4271], [-2.7706, 0.0005, -5.2938], [2.5172, 3.9292, 2.1545], [-2.4820, 4.3607, 1.9067], [2.6626, -2.6341, -2.3961], [-4.1878, 2.9628, -4.3574], [-2.5217, 2.3131, -2.7615], [-3.4995, 3.2231, -3.2060], [-2.3213, 1.6814, 1.7572], [-4.9521, 3.6494, -4.6951], [3.5647, -0.7500, 1.2926], [3.8952, -1.4874, -2.8973], [-2.7756, -2.5576, 1.5354], [-2.8235, 1.4686, 0.8122], [-0.7881, -5.9169, 1.6184], [-0.8457, -4.0783, 3.6537], [3.5043, 1.6546, 1.0066], [-1.7293, 4.0630, 1.1738], [0.4792, -3.3437, 4.5716], [3.0063, -1.6050, -2.2748], [1.2315, -0.0119, 0.7400], [3.8122, 0.3890, 0.5172], [2.9900, -0.5956, 2.5543], [-0.4368, -2.0034, 3.1812], [2.1782, 3.2074, 3.7480], [-2.9815, 0.8950, -4.7220], [0.0221, -3.4018, 3.5820], [-1.2223, -2.3992, -1.2954], [0.4126, 3.5478, 2.8081], [-1.1891, 2.6943, 1.5812], [-3.6909, 4.1168, -2.6260], [-1.3568, 0.2488, -3.0741], [2.3026, 0.7881, 4.0482], [-1.1046, -1.8041, 1.4935]],
  "atomic_forces_ev_per_a": [[0.323, -0.239, 0.304], [-0.037, -0.009, -0.014], [-0.018, 0.011, 0.008], [-0.117, -0.053, -0.032], [-0.072, -0.080, -0.001], [-0.213, 0.073, -0.071], [-0.062, 0.002, -0.129], [-0.016, 0.023, -0.020], [0.376, 0.499, 0.160], [0.071, -0.190, 0.571], [0.010, -0.023, -0.013], [-0.085, 0.058, -0.200], [-0.095, -0.001, -0.050], [0.026, -0.027, 0.016], [-0.059, -0.027, 0.007], [-0.184, 1.083, 0.696], [0.431, -0.957, -0.284], [0.098, -0.198, -0.008], [-0.005, 0.022, -0.024], [-0.079, -0.031, -0.045], [-0.097, 0.550, 0.766], [0.074, -0.192, 0.175], [0.035, -0.083, -0.104], [-0.083, -0.071, -0.187], [-0.026, -0.040, 0.013], [-0.111, -0.078, 0.010], [-0.935, 0.261, -0.721], [0.003, 0.030, 0.024], [-0.129, 0.082, -0.049], [-0.098, -0.007, 0.031], [0.004, 0.086, -0.151], [0.000, 0.062, -0.012], [0.002, 0.165, -0.021], [-0.026, 0.036, 0.067], [0.022, 0.039, 0.012], [-0.081, -0.019, -0.009], [-0.036, 0.003, -0.011], [0.006, -0.042, 0.015], [0.317, -0.196, 0.638], [-0.104, 0.074, -0.044], [0.134, 0.839, -0.819], [-0.147, -0.056, 0.041], [0.063, 0.079, 0.035], [-0.418, -0.090, 0.076], [-0.015, 0.000, -0.034], [0.212, 0.019, -0.419], [0.009, -0.059, 0.155], [0.028, -0.035, -0.024], [-0.070, 0.036, -0.053], [0.213, 0.109, 0.168], [-0.012, 0.009, -0.034], [-0.177, 0.983, 0.626], [-0.034, -0.086, -0.057], [-0.101, -0.011, 0.003], [-0.011, 0.024, -0.010], [0.094, -0.036, 0.129], [0.048, -0.016, 0.049], [0.031, -0.005, 0.019], [0.079, 0.081, 0.138], [0.233, -1.012, -0.600], [-0.169, 0.280, 0.040], [-0.022, 0.066, -0.028], [0.028, 0.031, -0.010], [-0.119, -0.221, 0.064], [-0.007, 0.006, -0.013], [0.429, 0.202, 0.134], [-0.034, -0.010, 0.001], [-0.314, 0.048, 0.414], [-0.062, -0.048, 0.140], [0.056, -0.116, -0.045], [0.122, 0.030, -0.023], [-0.085, -0.105, 0.057], [-0.028, 0.043, -0.078], [0.351, 0.762, -0.111], [-0.019, 0.059, -0.040], [-0.080, -0.211, -0.161], [-0.388, -0.226, -0.217], [0.111, -0.028, -0.041], [-0.045, -0.167, -0.188], [0.408, 0.173, -0.379], [-0.011, -0.061, -0.064], [-0.254, -0.083, -0.047], [0.475, -0.542, 0.170], [0.013, -0.029, 0.014], [0.168, -0.975, -0.524], [-0.068, -0.004, -0.033], [0.355, -0.244, 0.267]]
}

***

(2)
{
  "formula": "C2F2IO3S",
  "method": "ωB97M-V/def2-TZVPD",
  "homo_ev": -5.52,
  "charge": -1,
  "de_lowest_kj_mol": 63.5,
  "e_tot_ha": -1197.529823,
  "elements": ["O", "I", "O", "O", "F", "C", "S", "F", "C"],
  "coordinates": [[2.3076, 1.1854, 0.7951], [-1.9250, -2.9875, 1.4081], [0.3685, 2.6738, 0.7497], [0.4069, 0.4332, -0.4196], [0.4575, -2.9686, -2.3476], [-0.2297, -2.6768, -1.2846], [0.8953, 1.3356, 0.6071], [0.2305, 0.5822, 1.9842], [-0.7962, -3.0183, -0.2586]],
  "atomic_forces_ev_per_a": [[0.643, 0.362, 0.528], [0.391, 0.067, -0.447], [-0.104, -0.526, -0.460], [-0.617, 0.949, 0.052], [-0.208, 0.921, 0.215], [-0.122, -1.989, 0.778], [-0.504, -1.471, 0.705], [0.560, 0.626, -0.849], [-0.037, 1.061, -0.521]]
}

***

(3)
{
  "formula": "C6H11NS",
  "method": "ωB97M-V/def2-TZVPD",
  "homo_ev": [-8.31, -8.40],
  "charge": 0,
  "de_lowest_kj_mol": 475.2,
  "e_tot_ha": -687.968254,
  "elements": ["C", "H", "C", "H", "H", "C", "H", "S", "H", "H", "H", "H", "C", "C", "N", "H", "H", "C", "H"],
  "coordinates": [[-1.1335, 0.2092, 0.7219], [1.5685, -1.5133, 1.0843], [0.9593, -1.2384, 0.3220], [1.4205, 0.4600, 2.3359], [1.1487, 1.9490, 1.3785], [1.3162, 0.9353, 1.2829], [-1.6237, -0.3660, 1.3948], [1.5476, -0.5036, -3.2417], [-2.7972, 0.5592, -0.7213], [2.3377, 0.8196, 0.8474], [1.6095, -1.1635, -0.5069], [-1.4906, 1.2084, 0.9977], [0.3282, 0.6338, -1.0569], [0.3483, 0.1652, 0.3844], [-0.8303, 0.5264, -1.5731], [0.1581, -1.9826, 0.2333], [-1.0527, 0.5487, -2.5505], [-1.8345, -0.0899, -0.6692], [-1.9802, -1.1575, -0.6635]],
  "atomic_forces_ev_per_a": [[-0.735, 2.397, -2.931], [1.460, -0.401, 2.861], [-2.762, 0.315, -1.967], [-0.558, 0.741, -1.689], [-0.635, 2.219, 0.218], [1.535, -2.452, 0.903], [-0.537, -2.455, 2.518], [-0.404, 0.759, 1.066], [1.325, -1.704, -0.096], [-0.679, 0.143, 0.190], [0.586, -0.812, -1.350], [0.620, 0.245, -0.063], [2.310, -0.361, -1.627], [0.316, 0.094, 1.109], [-1.758, -1.718, 0.946], [0.452, -0.092, -0.484], [0.524, 0.271, -0.471], [-0.946, 3.130, 2.074], [-0.116, -0.319, -1.208]]
}

***

(4)
{
  "formula": "C21H47BrN7O8",
  "method": "ωB97M-V/def2-TZVPD",
  "homo_ev": -3.95,
  "charge": -1,
  "e_tot_ha": -4387.627663,
  "elements": ["H", "C", "C", "H", "H", "H", "H", "H", "H", "O", "O", "H", "N", "C", "C", "H", "H", "H", "H", "C", "H", "H", "H", "H", "H", "C", "N", "C", "C", "H", "O", "C", "C", "H", "H", "H", "C", "C", "C", "N", "H", "H", "H", "H", "H", "H", "H", "H", "O", "H", "H", "H", "O", "C", "N", "H", "O", "C", "H", "H", "C", "C", "H", "Br", "H", "C", "H", "N", "C", "C", "H", "H", "H", "H", "H", "N", "H", "O", "C", "H", "N", "H", "O", "H"],
  "coordinates": [[-2.0040, -2.2716, -3.1597], [2.2964, 3.6688, 2.2748], [2.4230, -4.6676, -7.4929], [1.8966, 6.0855, 1.1335], [-1.0186, -6.5398, -4.4317], [2.0874, 4.0156, 8.1649], [-4.0454, -2.1234, -0.0791], [-0.5087, 4.9282, 2.9728], [0.2206, 5.7019, 0.6549], [1.6732, 5.5928, 5.9318], [-0.1874, -3.2934, -1.3360], [1.3696, -2.5387, -0.7763], [-2.4200, -2.7950, -1.1841], [3.1192, 4.2230, 7.8709], [-1.2818, -3.4606, -0.8335], [2.6729, 4.5211, 4.5344], [-0.0131, 3.2532, 3.2982], [-3.5449, -5.2475, -6.1633], [2.1457, 2.9394, 3.0865], [2.4893, 4.7544, 5.5938], [1.1753, -7.6268, -7.5279], [-2.0424, -6.8206, -5.8590], [-1.4170, 6.2370, 5.1828], [-3.3366, -1.3539, -2.4056], [5.2109, 3.3112, 6.3057], [-2.3548, -1.7975, -2.2389], [-3.2266, 6.7155, 4.2637], [-0.1199, 4.0155, 2.5246], [-2.4285, 5.8328, 5.0960], [1.5896, 4.8140, -0.0677], [-4.5006, -4.1699, -4.7388], [4.2101, 3.0365, 5.9621], [0.6834, 0.1252, -0.2074], [2.4715, -6.9757, -8.5673], [-4.1019, -5.7807, -2.5345], [4.2068, 2.9904, 4.8721], [2.0473, -0.5612, -0.7842], [-2.0277, -6.7866, -4.7685], [1.7160, -5.9218, -5.4982], [2.0908, -5.9004, -6.8078], [-2.4021, -6.2739, -2.3011], [2.3282, -3.8115, -6.8241], [4.1742, 0.1264, -1.0803], [-5.1085, 6.5206, 5.1275], [3.9443, 2.0548, 6.3627], [3.3470, 5.2652, 8.1080], [1.7457, -4.5362, -8.3408], [3.2322, 1.1848, 0.1553], [-0.1808, 0.6410, -0.9873], [-2.3136, -7.7660, -4.3757], [-3.5942, -3.8172, 0.2300], [-4.9182, 7.9495, 4.0846], [0.4815, 0.0783, 1.1781], [-3.7098, -5.0229, -5.0967], [-2.9502, -5.7875, -4.2674], [3.4526, -4.7264, -7.8552], [3.3986, 3.8604, 1.7888], [2.1590, -7.1511, -7.5375], [1.6965, -4.9214, -5.0375], [-2.8720, 5.7389, 6.0876], [-3.0674, -5.5951, -2.8355], [-4.4222, 7.3137, 4.8191], [-2.3718, 4.8490, 4.6244], [1.9308, -0.5022, -2.7864], [-2.8105, -4.5627, -2.5916], [-3.6906, -3.0490, -0.5391], [-4.4105, -3.3827, -1.2919], [3.2581, 4.0180, 6.4430], [1.2105, 5.2858, 0.8420], [3.3950, 0.1272, -0.2375], [-3.4979, 7.6350, 2.4389], [3.7701, -0.4971, 0.6492], [2.9893, -2.3553, -0.2584], [2.8730, -7.8158, -7.0451], [-1.4399, -4.1923, -0.0245], [2.0501, -1.9473, -0.2860], [-4.1490, 7.9172, 5.6888], [-1.8342, 6.4819, 2.4646], [-2.8252, 6.9535, 2.9848], [-0.8156, 3.6573, 1.7621], [1.1527, 4.2988, 1.9009], [-1.6419, -1.0181, -1.9528], [1.4253, -6.9207, -4.8673], [3.7956, 3.5660, 8.4184]],
  "atomic_forces_ev_per_a": [[-0.060, 0.110, -0.043], [-0.769, 0.143, -0.380], [-0.013, -0.252, -0.045], [-0.049, 0.037, -0.142], [0.028, -0.243, -0.115], [0.085, 0.065, 0.149], [-0.125, -0.116, 0.054], [-0.021, -0.196, -0.040], [0.057, -0.113, 0.149], [0.077, -0.102, 0.298], [-0.457, -0.260, -0.366], [0.525, 0.325, 0.392], [0.683, -0.611, 0.443], [-0.203, 0.192, -0.160], [-0.667, 0.563, 0.041], [0.093, 0.009, 0.121], [0.122, -0.069, -0.186], [0.083, -0.076, -0.021], [-0.190, -0.069, -0.077], [0.216, -0.190, 0.010], [0.116, -0.122, -0.076], [-0.063, 0.070, 0.081], [0.011, -0.189, 0.089], [0.040, -0.157, 0.084], [0.050, -0.154, -0.098], [0.440, 0.187, -0.019], [-0.063, 0.282, -0.614], [-0.095, 0.034, 0.041], [0.243, -0.020, -0.246], [-0.020, 0.134, -0.012], [0.051, -0.105, 0.118], [-0.095, 0.071, 0.186], [-2.985, 1.039, 3.931], [-0.028, 0.083, 0.122], [0.069, 0.034, 0.131], [-0.052, 0.069, 0.080], [-0.122, -0.636, 2.810], [0.047, 0.155, 0.326], [0.119, 0.197, -0.204], [-0.155, 0.144, 0.551], [-0.002, 0.047, -0.160], [-0.014, -0.130, 0.004], [-1.070, 0.060, 1.323], [-0.116, 0.157, 0.058], [0.152, -0.051, -0.110], [-0.063, -0.076, 0.154], [0.105, 0.165, -0.024], [0.095, -1.387, -0.736], [2.404, -1.341, 1.120], [0.149, -0.063, -0.106], [0.091, 0.056, -0.056], [0.098, -0.072, 0.005], [1.851, -0.017, -5.814], [0.272, -0.241, 0.400], [-0.395, 0.231, -0.752], [-0.042, 0.182, -0.063], [0.133, 0.198, 0.010], [-0.079, -0.067, 0.296], [0.021, 0.039, -0.058], [-0.033, 0.075, -0.130], [-0.207, 0.238, -0.100], [0.254, -0.207, 0.060], [0.091, 0.008, 0.149], [0.338, 0.120, -0.080], [-0.056, -0.215, 0.079], [0.176, 0.209, -0.194], [-0.132, 0.014, 0.120], [-0.264, 0.260, -0.442], [0.264, -0.096, -0.076], [-0.096, -0.078, -0.250], [-0.096, 0.031, 0.059], [-0.584, 0.883, -1.321], [-0.556, 0.243, -0.350], [-0.087, -0.095, -0.132], [-0.103, 0.003, 0.048], [0.364, 1.000, -0.849], [-0.198, 0.032, 0.011], [-0.270, 0.267, 0.154], [-0.100, -0.058, 0.353], [-0.070, -0.082, 0.163], [0.869, -0.475, 0.454], [-0.022, 0.060, -0.104], [0.037, -0.115, -0.328], [-0.036, 0.023, -0.144]]
}

***

(5)
{
  "formula": "H17O9",
  "method": "ωB97M-V/def2-TZVPD",
  "homo_ev": -6.34,
  "charge": -1,
  "de_lowest_kj_mol": 299.4,
  "e_tot_ha": -687.338102,
  "elements": ["H", "H", "O", "O", "O", "H", "O", "O", "H", "H", "O", "H", "H", "O", "H", "H", "H", "O", "H", "H", "H", "O", "H", "H", "H", "H"],
  "coordinates": [[-0.7836, 1.8648, -0.1382], [-1.7327, -1.3439, 2.4542], [-0.5823, -1.0395, -0.9736], [-1.4105, 1.1347, -0.1238], [1.2301, 2.0158, -2.2480], [0.6927, 1.4080, -2.7834], [1.3799, 0.2434, -0.3726], [-0.3213, -3.0924, 0.5518], [-0.3898, -2.5179, -0.3084], [-2.3272, -0.2653, 3.3447], [1.8226, 2.1849, 1.4663], [-1.4541, 0.6399, -0.9858], [0.3078, -0.3597, -0.3077], [-0.1477, -0.5213, -3.5131], [2.4822, 1.5686, 1.1561], [-0.1344, 0.4370, 1.0740], [0.7577, -0.8351, -3.5598], [-1.9322, -1.1524, 3.3824], [-0.5927, -0.6517, -2.6211], [2.1828, -0.2769, -0.3063], [-1.2358, 0.7090, 2.1770], [-0.3350, 0.4598, 2.0050], [0.2471, -1.5295, -0.9016], [1.0497, 1.7134, 1.7912], [0.2124, -2.4867, 1.0801], [1.0144, 1.6930, -1.3395]],
  "atomic_forces_ev_per_a": [[-0.070, 0.011, -0.723], [0.175, -0.085, 0.186], [0.494, -0.516, 0.674], [-1.269, 0.298, -0.979], [-0.882, 0.210, 0.150], [0.240, 0.095, -0.036], [-1.299, -0.789, 1.124], [0.441, 0.658, -1.407], [-1.169, -1.672, 2.285], [0.124, -0.629, 0.216], [0.376, 1.623, 0.539], [0.581, 0.995, 1.288], [1.369, 0.998, -1.470], [-1.053, 0.605, -0.629], [-0.453, -0.429, -0.178], [-0.629, 0.136, -0.497], [-0.201, -0.121, 0.753], [-0.770, 0.176, 0.034], [1.574, -0.464, -0.456], [-0.159, -0.248, 0.043], [-0.148, 0.239, -0.814], [1.523, -0.219, 1.960], [0.171, -0.127, -1.702], [0.160, -0.579, 0.055], [-0.078, -0.178, 0.354], [0.951, 0.010, -0.771]]
}

***

(6)
{
  "formula": "C2H4ClO",
  "method": "ωB97M-V/def2-TZVPD",
  "homo_ev": [-15.44, -15.44],
  "charge": 1,
  "de_lowest_kj_mol": 258.5,
  "e_tot_ha": -613.580655,
  "elements": ["H", "Cl", "O", "H", "C", "C", "H", "H"],
  "coordinates": [[-1.6736, 0.9281, -1.4599], [2.6347, -0.1035, 0.1105], [-0.2242, 0.1622, -0.1124], [0.6704, -1.2569, -1.5372], [0.4969, -0.9027, -0.5521], [-1.0612, 0.9730, -0.5199], [0.5382, -1.6674, 0.2564], [-1.4673, 1.5818, 0.2213]],
  "atomic_forces_ev_per_a": [[1.384, -0.187, 0.171], [-3.154, -1.137, -1.186], [-0.073, 0.689, 0.565], [-0.443, 0.581, -1.206], [4.537, -0.751, 2.873], [-1.819, -1.446, -1.851], [-0.375, 0.705, -0.729], [-0.057, 1.546, 1.363]]
}